Entry 1:
{
  "formula": "C31H38NO2Os",
  "method": "ωB97M-V with the def2-TZVPD basis set",
  "symbols": ["H", "H", "C", "N", "H", "C", "C", "H", "H", "C", "H", "O", "C", "C", "H", "H", "C", "O", "C", "H", "H", "C", "C", "H", "C", "H", "H", "C", "C", "H", "C", "C", "C", "H", "C", "H", "H", "H", "C", "H", "H", "H", "C", "C", "H", "H", "H", "C", "C", "H", "H", "H", "H", "C", "C", "H", "H", "H", "H", "C", "C", "C", "H", "C", "H", "C", "H", "H", "H", "C", "Os", "H", "C"],
  "positions_angstrom": [[0.653, -0.076, -6.945], [-0.664, 2.764, -3.550], [0.558, 2.231, 3.500], [0.425, 0.919, 3.852], [1.587, 2.492, -1.475], [0.915, -1.566, 1.553], [1.725, -0.772, 7.459], [-3.030, -0.896, -1.381], [0.870, 5.952, 2.279], [-0.339, -1.764, -5.866], [0.707, 4.095, 0.610], [-0.518, -1.265, -4.494], [0.767, 4.621, 3.990], [2.476, 0.264, 6.888], [1.213, -0.668, 2.090], [-0.106, -1.928, 7.359], [0.776, 4.919, 2.621], [1.625, 1.032, -2.947], [-2.839, -0.901, -0.315], [-1.584, -3.521, -5.831], [0.836, 3.055, 5.489], [0.111, -0.634, 5.657], [-1.508, -2.582, -6.386], [1.753, 3.127, -3.196], [0.984, -2.496, -5.982], [-2.518, -2.237, 2.721], [-3.452, -2.961, 0.296], [2.023, 0.894, 5.734], [-2.273, 0.160, 0.443], [-0.646, 3.216, -1.804], [-2.540, -1.619, 1.838], [-3.033, -1.995, 0.565], [-0.330, -0.360, -6.541], [0.287, 1.748, 1.414], [-0.113, -3.550, 1.009], [-2.455, -2.033, -6.306], [0.519, -0.778, -2.646], [0.478, -3.462, -1.162], [0.660, 3.882, 1.682], [1.817, -1.871, -5.620], [1.141, -2.795, -7.027], [-2.101, 1.188, 0.123], [1.265, 2.395, -2.533], [0.622, 0.234, -2.240], [-0.689, -4.462, 1.069], [0.996, 0.126, -1.188], [2.561, 1.762, 5.343], [0.468, 2.574, 2.112], [-2.009, -0.300, 1.753], [0.343, 0.660, -4.738], [-0.805, -0.958, 5.154], [-1.386, 0.668, -2.974], [-0.315, -2.626, 3.046], [-0.687, 1.049, -2.225], [-0.514, 0.082, -5.099], [1.861, -1.266, -0.418], [-1.199, -0.080, -7.160], [3.410, 0.591, 7.357], [0.956, -3.387, -5.349], [-0.273, 2.497, -2.550], [0.516, -1.176, 6.869], [0.554, -3.070, -0.157], [-1.322, -2.828, -7.445], [1.236, -1.876, 0.211], [-1.138, 1.034, -1.235], [0.850, 0.430, 5.062], [-1.463, 0.611, -4.906], [0.801, 5.423, 4.729], [2.100, -1.254, 8.366], [0.092, -2.608, 2.048], [-0.935, -1.625, 0.444], [-1.482, 0.256, 2.526], [0.730, 3.299, 4.429]],
  "mulliken_spin": [0.00, 0.00, -0.04, 0.50, 0.00, -0.17, 0.14, 0.06, 0.01, 0.00, 0.00, 0.01, -0.09, -0.08, 0.01, 0.00, 0.18, 0.01, 0.10, 0.00, 0.00, 0.13, 0.00, 0.00, 0.00, -0.02, 0.00, 0.15, 0.30, 0.00, 0.26, -0.08, 0.00, 0.04, -0.01, 0.00, -0.02, 0.03, -0.09, 0.00, 0.00, 0.05, 0.00, 0.09, -0.01, -0.08, 0.00, 0.09, -0.18, 0.00, 0.00, 0.02, -0.01, 0.00, 0.00, 0.04, 0.00, 0.00, 0.00, 0.00, -0.07, 0.12, 0.00, 0.19, -0.09, -0.06, 0.00, 0.00, 0.01, 0.20, 2.20, -0.03, 0.18],
  "lumo_energy_ha": [-0.075, -0.198],
  "spin_multiplicity": 5,
  "orbital_gap_ev": [6.37, 5.63],
  "total_charge": 1,
  "e_homo_ev": [-8.42, -11.02],
  "e_above_lowest_kj_mol": 55.6,
  "energy_ev": -40802.099
}

Entry 2:
{
  "formula": "C3H10O3",
  "method": "ωB97M-V with the def2-TZVPD basis set",
  "symbols": ["O", "C", "H", "C", "H", "H", "C", "H", "H", "H", "O", "H", "H", "H", "H", "O"],
  "positions_angstrom": [[0.684, -1.040, 2.621], [-0.281, -0.911, 1.580], [-0.135, -1.840, 1.019], [-0.815, 0.417, -0.577], [0.974, 0.470, 0.550], [1.330, 0.313, -3.034], [-0.080, 0.326, 0.769], [-0.470, 1.210, 1.288], [-1.299, -0.957, 1.989], [1.748, -0.881, -2.258], [1.152, -0.616, -2.945], [-0.330, -0.148, -1.375], [-1.802, -0.043, -0.423], [-1.124, 1.883, -1.809], [0.772, -0.209, 3.075], [-0.929, 1.801, -0.880]],
  "mulliken_charge": [-0.52, -0.41, 0.29, -0.40, 0.26, 0.33, -0.44, 0.32, 0.27, 0.32, -0.66, 0.31, 0.24, 0.30, 0.30, -0.52],
  "lumo_energy_ha": 0.022,
  "smiles": "OCCCO.O",
  "orbital_gap_ev": 10.89,
  "e_homo_ev": -10.29,
  "e_above_lowest_kj_mol": 62.1,
  "energy_ev": -9414.889
}

Entry 3:
{
  "formula": "C4H14NS2",
  "method": "ωB97M-V with the def2-TZVPD basis set",
  "symbols": ["H", "H", "H", "C", "C", "H", "H", "H", "S", "S", "H", "H", "C", "H", "H", "C", "H", "H", "H", "H", "N"],
  "positions_angstrom": [[0.437, -0.001, -0.362], [-0.549, -1.969, 1.577], [-0.068, 3.762, 1.996], [0.444, -2.147, 1.186], [-0.343, 2.714, 2.048], [-1.090, 2.567, 2.829], [-0.639, 0.194, -2.655], [1.317, -2.176, -0.707], [-1.194, 2.265, 0.500], [0.291, 2.644, -0.901], [0.524, 2.084, 2.200], [1.117, -1.372, 1.538], [-0.221, -0.753, -2.321], [0.322, 3.979, -0.767], [-0.177, -2.841, -0.663], [-0.190, -0.765, -0.813], [0.844, -3.112, 1.468], [-0.811, -1.574, -2.718], [-1.187, -0.660, -0.392], [0.787, -0.769, -2.738], [0.386, -2.068, -0.304]],
  "mulliken_charge": [0.25, 0.33, 0.32, -0.81, -0.75, 0.30, 0.35, 0.39, -0.03, -0.25, 0.26, 0.34, -1.27, 0.18, 0.39, -0.39, 0.35, 0.42, 0.39, 0.40, -0.19],
  "lumo_energy_ha": -0.121,
  "orbital_gap_ev": 8.69,
  "total_charge": 1,
  "e_homo_ev": -11.97,
  "e_above_lowest_kj_mol": 41.8,
  "energy_ev": -27529.281
}

Entry 4:
{
  "formula": "C5H10O2",
  "method": "ωB97M-V with the def2-TZVPD basis set",
  "symbols": ["H", "H", "H", "C", "H", "C", "C", "O", "H", "H", "H", "H", "C", "H", "H", "C", "O"],
  "positions_angstrom": [[0.946, -1.654, -0.225], [-2.923, 0.199, -0.738], [2.520, 1.563, -0.464], [-0.233, -0.567, 1.352], [-1.681, 1.280, -0.069], [-1.146, -0.774, 0.081], [0.340, -0.783, 0.016], [-1.409, 0.554, -1.994], [2.822, -0.197, -0.360], [-0.180, -1.430, 2.026], [2.179, 0.681, 1.054], [-0.239, 0.403, 1.816], [-1.844, 0.372, -0.661], [-1.699, -1.458, 0.687], [-0.470, 0.786, -1.942], [2.162, 0.622, -0.045], [0.855, 0.404, -0.533]],
  "mulliken_charge": [0.43, 0.36, 0.26, -0.99, 0.23, -0.22, 0.17, -0.58, 0.30, 0.26, 0.31, 0.31, -0.46, 0.40, 0.40, -0.81, -0.37],
  "lumo_energy_ha": 0.035,
  "smiles": "CO[C@H]1C[C@H]1CO",
  "orbital_gap_ev": 10.19,
  "e_homo_ev": -9.23,
  "e_above_lowest_kj_mol": 356.9,
  "energy_ev": -9439.344
}

Entry 5:
{
  "formula": "C18H16N4O3S",
  "method": "ωB97M-V with the def2-TZVPD basis set",
  "symbols": ["C", "C", "H", "O", "H", "C", "H", "C", "H", "H", "H", "C", "N", "C", "O", "H", "H", "C", "C", "N", "N", "C", "C", "C", "C", "C", "O", "S", "H", "H", "C", "N", "C", "H", "C", "H", "H", "C", "C", "H", "H", "H"],
  "positions_angstrom": [[-0.322, 2.553, -1.049], [2.648, -4.309, 0.448], [-1.470, 2.052, 2.860], [-2.216, 4.103, 0.508], [1.595, 1.396, -3.285], [-1.626, 3.148, 0.952], [-1.912, 0.500, -1.486], [0.213, -1.549, 1.001], [-1.117, 2.979, -1.643], [-1.247, -0.088, -3.752], [0.843, -1.727, -1.665], [-2.196, 2.334, 2.102], [2.118, -3.314, -1.653], [-1.297, -0.832, -2.977], [0.777, 1.849, -3.035], [0.659, 2.164, 2.174], [-2.804, -1.576, -0.300], [1.088, -2.499, 0.341], [-1.757, -1.501, -0.618], [0.497, -0.972, 2.142], [-0.483, -0.118, 2.442], [0.741, 1.936, -1.683], [2.760, -4.218, -0.934], [1.773, 1.384, -0.908], [0.661, 2.092, 1.099], [-1.657, -0.517, -1.748], [2.785, 0.760, -1.588], [-2.819, 0.776, 1.366], [-1.045, -1.842, -3.260], [2.547, 1.087, 1.062], [1.797, -3.434, 1.097], [-0.987, -1.082, 0.531], [1.311, -2.472, -1.036], [-1.407, -2.489, -0.927], [1.739, 1.494, 0.471], [3.209, -5.047, 0.998], [-3.058, 2.838, 2.537], [-0.391, 2.598, 0.343], [-1.367, -0.179, 1.481], [1.667, -3.455, 2.168], [3.434, 0.416, -0.964], [3.399, -4.889, -1.491]],
  "mulliken_charge": [-1.17, -0.42, 0.41, -0.57, 0.32, 0.07, 0.28, 0.66, 0.46, 0.30, 0.57, -0.75, -0.66, -0.93, -0.62, 0.46, 0.37, 0.27, -1.26, -0.57, -0.44, 0.42, -0.45, 1.36, -0.45, 0.35, -0.62, -0.21, 0.31, 0.30, -0.55, 0.33, -0.26, 0.56, -0.46, 0.40, 0.46, 0.11, 0.41, 0.48, 0.35, 0.39],
  "lumo_energy_ha": 0.012,
  "smiles": "C=CCn1c(SCC(=O)c2ccc(O)c(O)c2)nnc1-c1cccnc1",
  "orbital_gap_ev": 8.77,
  "e_homo_ev": -8.44,
  "e_above_lowest_kj_mol": 259.5,
  "energy_ev": -41862.956
}

Entry 6:
{
  "formula": "C28H32N2O4S",
  "method": "ωB97M-V with the def2-TZVPD basis set",
  "symbols": ["H", "H", "C", "H", "C", "H", "H", "C", "H", "H", "C", "H", "H", "C", "C", "H", "C", "H", "C", "H", "C", "H", "H", "C", "H", "O", "H", "H", "H", "H", "H", "C", "C", "C", "S", "C", "H", "H", "C", "C", "N", "O", "H", "C", "O", "C", "C", "H", "C", "H", "C", "H", "C", "H", "C", "H", "H", "H", "C", "N", "C", "H", "C", "C", "C", "H", "O"],
  "positions_angstrom": [[2.210, -0.048, -3.180], [-1.397, -2.087, -2.005], [-1.663, -0.040, -0.174], [-5.555, 2.133, -2.151], [-2.120, 3.000, 0.964], [-2.663, -3.617, 1.198], [6.586, 1.324, 0.245], [-3.817, 2.712, -0.933], [5.288, -0.758, -0.271], [0.584, -1.088, -0.307], [3.404, 0.706, -1.595], [-2.038, -1.383, 1.295], [-2.428, -3.509, -2.127], [-0.791, -3.732, -0.755], [-3.437, -3.223, 0.544], [4.261, -1.311, 3.627], [1.113, 2.028, -0.744], [0.156, 1.136, -2.436], [2.217, 0.582, -2.305], [-3.263, 3.288, -1.651], [-3.383, 2.513, 0.339], [-4.693, -1.082, -0.584], [2.763, -1.917, 0.417], [0.970, 0.787, 2.467], [-1.212, -4.647, -0.345], [-0.221, 3.972, -0.657], [2.676, 0.747, 3.748], [-3.899, -4.052, 0.015], [2.372, 2.855, 0.794], [-4.196, -2.741, 1.157], [-3.614, -0.864, -1.960], [-0.992, 0.819, 0.921], [5.540, -0.054, -1.076], [3.455, 1.548, -0.481], [-4.498, 1.525, 1.231], [-4.005, -1.590, -1.255], [-4.549, -2.357, -1.799], [-0.034, -4.011, -1.485], [-2.861, -2.223, -0.457], [1.024, -0.699, 0.596], [-0.960, 2.221, 0.546], [-1.721, 0.307, -1.333], [-1.639, 0.770, 1.809], [-5.054, 2.084, -1.201], [4.616, 1.747, 0.228], [4.243, -1.096, 2.560], [2.213, 0.336, 2.863], [-0.303, -3.183, 0.047], [-5.545, 1.415, -0.130], [6.426, -0.406, -1.608], [5.766, 1.332, -0.475], [-2.198, 2.964, 2.057], [2.310, 2.210, -0.068], [0.467, 1.550, 3.043], [-1.867, -2.886, -1.429], [-1.922, 4.028, 0.646], [4.547, -1.990, 2.019], [5.991, 2.042, -1.282], [2.267, -1.154, 1.001], [-2.177, -1.183, 0.318], [-0.084, 2.814, -0.308], [-6.461, 0.865, -0.043], [0.366, 0.283, 1.321], [1.079, 1.246, -1.891], [2.882, -0.641, 2.134], [4.970, -0.306, 2.369], [4.496, -0.012, -2.020]],
  "mulliken_charge": [0.48, 0.26, -0.91, 0.44, -1.42, 0.53, 0.36, -0.30, 0.05, 0.83, 0.81, 0.47, 0.62, -1.38, -2.02, 0.52, 0.59, 0.66, -1.22, 0.50, 0.53, 0.16, 0.41, -0.47, 0.37, -0.69, 0.44, 0.39, 0.54, 0.45, 0.33, 0.04, -0.25, 0.01, -0.19, -1.56, 0.54, 0.40, 1.26, -0.43, 0.36, -0.60, 1.18, -0.47, -0.49, -1.82, -0.88, 0.30, -0.70, 0.38, -0.56, 0.37, 0.00, 0.45, -0.62, 0.66, 0.37, 0.33, -0.82, 0.28, -0.29, 0.54, -0.86, -0.18, 1.15, 0.25, -0.49],
  "lumo_energy_ha": 0.018,
  "smiles": "CCC(C)(C)NC(=O)[C@@H](c1ccc(C)cc1)N(Cc1cccs1)C(=O)c1ccc2c(c1)OCCO2",
  "orbital_gap_ev": 8.55,
  "e_homo_ev": -8.05,
  "e_above_lowest_kj_mol": 0.0,
  "energy_ev": -51561.840
}